ORCA calculation (ωB97M-V/def2-TZVPD) on 3 unconnected molecules or ions with the total composition C25H48Br2F3N4O4P2.

Output
Net charge = +1
Gap between HOMO and LUMO = 7.074 eV
HOMO level = -11.166 eV
LUMO = -4.09 eV

Geometry (Å):
C 2.408 -4.018 -0.477
C 3.322 -2.699 -0.150
C 2.820 -1.283 -0.774
Br 3.249 -1.599 -2.722
C 1.407 -0.641 -0.339
C 1.298 -1.156 1.230
N 2.149 -0.766 2.297
C 3.514 -0.352 2.348
C -0.056 -1.272 -0.871
P -0.196 -2.335 -2.429
O -0.374 -1.611 -3.811
C -1.328 -0.226 -0.712
C -2.445 -0.072 -1.890
C -3.558 -1.303 -1.953
C -5.116 -0.772 -1.702
C -5.853 -1.476 -0.418
N -6.939 -2.474 -0.796
C -2.283 -0.229 0.617
C -2.541 -1.546 1.617
C -3.486 -1.365 2.952
N -4.174 -0.116 3.426
C -3.983 1.076 2.530
C -3.074 1.148 1.151
C -0.394 1.166 -0.780
N 1.116 0.872 -0.608
P 1.599 1.999 0.742
O 1.442 3.672 0.399
Br 0.101 1.891 2.521
C 1.705 1.458 -1.891
F 1.245 0.751 -3.146
F 3.210 1.600 -1.842
F 1.272 2.833 -2.246
H 2.675 -4.374 -1.561
H 1.235 -3.821 -0.387
H 2.675 -4.890 0.291
H 4.379 -2.921 -0.668
H 3.549 -2.737 0.992
H 3.655 -0.485 -0.448
H 0.194 -0.801 1.541
H 1.136 -2.340 1.333
H 1.856 -1.222 3.188
H 3.699 0.828 2.302
H 4.314 -0.793 1.592
H 3.965 -0.645 3.419
H -0.431 -2.097 -0.088
H -1.408 -3.154 -2.264
H 0.864 -3.307 -2.640
H -2.052 0.139 -2.966
H -3.088 0.895 -1.609
H -3.260 -2.193 -1.244
H -3.582 -1.775 -3.051
H -5.202 0.386 -1.568
H -5.776 -1.039 -2.658
H -6.413 -0.602 0.171
H -5.137 -1.989 0.351
H -6.904 -3.193 -0.013
H -7.869 -1.997 -0.653
H -2.030 -2.590 1.382
H -3.600 -2.329 3.647
H -4.504 2.091 2.884
H -2.952 2.124 0.515
H -0.775 1.495 -1.864
H -0.822 2.113 -0.189
H 1.603 4.187 1.242
C -2.991 4.648 -2.643
C -4.500 4.565 -2.478
C -5.013 5.627 -1.519
O -4.851 3.274 -1.985
H -2.483 4.485 -1.686
H -2.635 3.870 -3.326
H -2.691 5.624 -3.036
H -4.984 4.685 -3.454
H -4.577 5.499 -0.522
H -6.099 5.547 -1.401
H -4.773 6.632 -1.879
H -4.426 3.159 -1.119
C 8.579 -2.048 2.770
C 7.344 -1.209 2.482
C 7.715 0.227 2.146
O 6.488 -1.221 3.621
H 9.129 -1.652 3.631
H 8.296 -3.075 3.022
H 9.251 -2.071 1.907
H 6.787 -1.649 1.648
H 8.235 0.703 2.985
H 6.816 0.822 1.953
H 8.362 0.272 1.264
H 6.975 -0.832 4.366

ORCA calculation (ωB97M-V/def2-TZVPD) on 18 unconnected molecules or ions with the total composition C62H156N20O18.

Output
Gap between HOMO and LUMO = 7.808 eV
HOMO level = -7.804 eV
LUMO = 0.00 eV

Geometry (Å):
C 15.367 -18.304 -19.930
C 16.094 -18.457 -18.565
C 15.020 -18.847 -17.509
C 15.436 -19.272 -16.112
C 16.324 -20.515 -16.328
C 17.450 -20.351 -17.348
N 17.050 -19.607 -18.595
O 17.978 -19.623 -19.660
C 18.612 -19.654 -16.597
C 17.732 -21.869 -17.716
C 16.786 -17.137 -18.118
H 14.538 -17.615 -19.772
H 15.004 -19.260 -20.306
H 16.092 -17.962 -20.668
H 14.221 -18.107 -17.476
H 14.506 -19.712 -17.928
H 14.497 -19.412 -15.577
H 15.893 -18.447 -15.567
H 15.702 -21.379 -16.560
H 16.809 -20.783 -15.389
H 18.167 -18.916 -15.929
H 19.221 -20.325 -15.991
H 19.284 -19.162 -17.300
H 16.913 -22.244 -18.329
H 18.673 -22.057 -18.233
H 17.702 -22.492 -16.822
H 16.915 -16.956 -17.050
H 16.186 -16.275 -18.410
H 17.773 -17.106 -18.580
H 17.465 -19.958 -20.399
C 24.566 -18.498 -8.339
C 23.663 -19.773 -8.437
C 22.752 -19.954 -7.130
C 21.607 -19.000 -7.021
C 20.820 -19.008 -8.383
C 21.647 -18.738 -9.672
N 22.801 -19.696 -9.641
O 23.516 -19.687 -10.773
C 20.793 -19.210 -10.855
C 22.110 -17.269 -9.797
C 24.531 -21.053 -8.429
H 25.449 -18.648 -7.717
H 24.080 -17.569 -8.041
H 25.003 -18.214 -9.297
H 22.262 -20.928 -7.098
H 23.383 -19.766 -6.262
H 21.947 -17.975 -6.878
H 20.993 -19.230 -6.150
H 20.102 -18.201 -8.233
H 20.160 -19.869 -8.496
H 20.481 -20.236 -10.658
H 19.916 -18.571 -10.948
H 21.313 -19.309 -11.809
H 23.072 -17.115 -10.287
H 21.475 -16.652 -10.433
H 22.264 -16.770 -8.841
H 25.177 -21.085 -7.551
H 25.175 -21.040 -9.309
H 23.870 -21.917 -8.500
H 23.176 -20.481 -11.193
C 18.260 -15.713 -9.817
C 18.358 -14.269 -10.146
C 17.345 -13.921 -11.249
C 15.926 -13.716 -10.615
C 16.024 -12.687 -9.442
C 17.039 -13.102 -8.311
N 18.320 -13.326 -9.004
O 19.361 -13.457 -8.114
C 17.142 -11.923 -7.303
C 16.368 -14.268 -7.539
C 19.777 -14.218 -10.794
H 17.226 -16.057 -9.789
H 18.796 -16.042 -8.927
H 18.698 -16.359 -10.577
H 17.622 -13.001 -11.763
H 17.342 -14.778 -11.923
H 15.577 -14.655 -10.186
H 15.190 -13.384 -11.347
H 15.013 -12.641 -9.037
H 16.172 -11.638 -9.700
H 16.212 -11.615 -6.825
H 17.801 -12.165 -6.469
H 17.645 -11.085 -7.785
H 17.081 -14.744 -6.866
H 15.382 -14.113 -7.100
H 16.338 -15.190 -8.120
H 19.929 -13.193 -11.133
H 19.877 -14.824 -11.694
H 20.614 -14.388 -10.117
H 19.569 -12.534 -7.950
C 13.475 -25.669 -6.391
C 13.173 -25.178 -7.864
C 12.583 -23.752 -7.848
C 13.586 -22.682 -7.534
C 14.765 -22.680 -8.503
C 15.398 -24.112 -8.570
N 14.361 -25.212 -8.802
O 14.934 -26.471 -8.804
C 16.093 -24.098 -9.896
C 16.305 -24.394 -7.318
C 11.967 -26.046 -8.402
H 12.702 -26.000 -5.697
H 13.944 -24.844 -5.855
H 14.170 -26.508 -6.419
H 12.073 -23.492 -8.775
H 11.734 -23.719 -7.166
H 13.925 -22.744 -6.500
H 13.257 -21.645 -7.602
H 15.434 -21.938 -8.067
H 14.338 -22.378 -9.460
H 15.416 -24.145 -10.749
H 16.641 -23.156 -9.925
H 16.779 -24.936 -10.018
H 15.952 -25.256 -6.753
H 17.385 -24.315 -7.446
H 16.057 -23.632 -6.578
H 11.079 -25.784 -7.828
H 12.203 -27.078 -8.143
H 11.852 -25.961 -9.482
H 15.175 -26.732 -9.696
C 22.947 -18.812 -14.645
O 23.945 -19.557 -14.748
N 23.102 -17.605 -14.299
N 21.706 -19.274 -14.726
H 24.016 -17.204 -14.457
H 22.300 -17.027 -14.092
H 21.638 -20.270 -14.572
H 20.953 -18.611 -14.607
C 18.617 -28.389 -9.222
O 19.506 -28.496 -8.417
N 17.912 -29.299 -9.848
N 18.039 -27.251 -9.478
H 17.147 -28.985 -10.428
H 18.212 -30.257 -9.740
H 18.264 -26.418 -8.953
H 17.196 -27.280 -10.033
C 20.854 -27.428 -12.728
O 21.620 -28.110 -13.354
N 21.207 -26.851 -11.604
N 19.595 -27.173 -12.955
H 20.574 -26.253 -11.093
H 22.022 -27.018 -11.031
H 19.149 -27.452 -13.818
H 19.063 -27.004 -12.113
C 22.655 -22.828 -13.590
O 21.704 -22.124 -13.854
N 23.832 -22.346 -13.572
N 22.587 -24.134 -13.535
H 24.677 -22.892 -13.487
H 23.968 -21.386 -13.856
H 21.690 -24.564 -13.711
H 23.417 -24.676 -13.345
C 16.488 -19.793 -9.875
O 15.858 -20.243 -10.805
N 17.434 -20.342 -9.257
N 16.321 -18.583 -9.394
H 17.648 -21.261 -9.618
H 17.992 -19.892 -8.546
H 15.581 -17.943 -9.643
H 17.010 -18.376 -8.685
C 14.656 -27.449 -11.939
O 15.711 -27.561 -11.388
N 14.143 -28.241 -12.844
N 13.803 -26.445 -11.751
H 13.205 -28.056 -13.167
H 14.619 -29.090 -13.115
H 13.967 -25.820 -10.975
H 12.949 -26.424 -12.290
C 19.366 -16.452 -13.940
O 20.571 -16.646 -13.963
N 18.484 -17.194 -13.345
N 18.858 -15.571 -14.747
H 18.669 -18.140 -13.042
H 17.533 -16.859 -13.398
H 17.853 -15.486 -14.685
H 19.423 -14.951 -15.310
C 14.957 -15.932 -14.542
O 16.096 -15.557 -14.262
N 14.472 -15.668 -15.730
N 14.227 -16.850 -13.910
H 15.031 -14.906 -16.087
H 13.515 -15.885 -15.967
H 14.503 -17.060 -12.961
H 13.247 -16.677 -14.088
C 18.243 -20.549 -12.908
C 18.340 -21.957 -12.472
C 18.522 -23.008 -13.561
O 19.459 -22.209 -11.702
H 18.778 -20.160 -13.775
H 18.435 -19.942 -12.022
H 17.222 -20.301 -13.198
H 17.458 -22.254 -11.905
H 17.774 -22.821 -14.332
H 18.282 -24.018 -13.227
H 19.434 -22.905 -14.148
H 20.136 -22.000 -12.349
C 20.436 -25.325 -16.134
C 19.957 -26.677 -16.728
C 21.198 -27.637 -16.823
O 19.012 -27.242 -15.801
H 21.257 -24.907 -16.717
H 20.788 -25.528 -15.123
H 19.595 -24.631 -16.132
H 19.542 -26.469 -17.714
H 21.995 -27.277 -17.474
H 20.961 -28.569 -17.336
H 21.653 -27.773 -15.843
H 18.789 -28.120 -16.119
C 26.413 -23.915 -10.635
C 25.643 -24.992 -11.395
C 24.261 -25.246 -10.820
O 25.385 -24.674 -12.764
H 26.875 -24.261 -9.710
H 25.875 -22.968 -10.589
H 27.284 -23.709 -11.257
H 26.277 -25.876 -11.335
H 24.275 -25.244 -9.731
H 23.828 -26.180 -11.180
H 23.649 -24.366 -11.018
H 26.239 -24.736 -13.198
C 12.863 -20.007 -12.499
C 12.414 -19.227 -11.158
C 12.107 -20.228 -10.017
O 13.556 -18.424 -10.895
H 12.007 -20.290 -13.111
H 13.395 -20.947 -12.353
H 13.571 -19.475 -13.135
H 11.604 -18.525 -11.354
H 12.939 -20.878 -9.747
H 11.179 -20.754 -10.242
H 12.033 -19.707 -9.063
H 14.344 -18.965 -10.798
C 14.906 -24.265 -14.933
C 14.615 -24.943 -16.297
C 15.761 -25.775 -16.797
O 13.552 -25.899 -16.134
H 15.853 -23.728 -14.988
H 15.000 -25.047 -14.179
H 14.038 -23.638 -14.727
H 14.207 -24.194 -16.976
H 15.701 -26.232 -17.785
H 15.885 -26.620 -16.119
H 16.691 -25.206 -16.775
H 13.217 -26.029 -17.025
C 20.105 -22.941 -8.162
C 20.599 -24.269 -8.726
C 20.557 -25.502 -7.812
O 19.757 -24.614 -9.855
H 20.543 -22.799 -7.173
H 19.036 -22.914 -7.951
H 20.345 -22.105 -8.818
H 21.633 -24.091 -9.020
H 19.605 -25.626 -7.296
H 21.240 -25.391 -6.969
H 20.895 -26.398 -8.332
H 19.724 -23.868 -10.458

ORCA calculation (ωB97M-V/def2-TZVPD) on a single C4H4N4S2 molecule.

Output
Gap between HOMO and LUMO = 8.061 eV
HOMO level = -9.262 eV
SMILES = N#C/C(SN)=C(/C#N)SN
LUMO = -1.20 eV
Relative energy (zero: lowest compared OMol25 entry of this formula, charge and spin) = 0.0 kcal per mole

Geometry (Å):
N -2.783 -3.307 0.241
C -2.358 -2.247 0.146
C -1.804 -0.974 0.050
S -3.165 0.537 0.202
N -2.268 1.853 0.640
C -0.447 -0.760 -0.094
C 0.385 0.374 -0.036
N 1.242 1.149 -0.002
S 0.504 -2.241 -0.264
N 1.893 -1.903 0.847
H -1.556 1.985 0.036
H -1.893 1.680 1.532
H 2.075 -2.633 1.481
H 2.646 -1.551 0.151

ORCA calculation (ωB97M-V/def2-TZVPD) on a single C3H6BrNO3 molecule.

Output
Gap between HOMO and LUMO = 10.689 eV
HOMO level = -10.651 eV
SMILES = C[C@@](Br)(CO)[N+](=O)[O-]
LUMO = 0.04 eV
Relative energy (zero: lowest compared OMol25 entry of this formula, charge and spin) = 18.2 kcal per mole

Geometry (Å):
C -1.080 1.000 -0.023
C 0.260 0.309 0.979
Br -0.368 -0.677 2.492
C 1.103 -0.544 0.011
O 0.421 -1.664 -0.443
N 1.060 1.466 1.410
O 1.406 2.215 0.526
O 1.350 1.567 2.571
H -0.620 1.755 -0.636
H -1.809 1.392 0.675
H -1.464 0.158 -0.581
H 1.319 0.067 -0.871
H 2.055 -0.812 0.494
H 0.278 -2.278 0.291

ORCA calculation (ωB97M-V/def2-TZVPD) on a molecular structure, C35H55InNO4PS.

Output
Gap between HOMO and LUMO = 7.382 eV
HOMO level = -7.932 eV
LUMO = -0.55 eV
Relative energy (zero: lowest compared OMol25 entry of this formula, charge and spin) = 0.0 kcal per mole

Geometry (Å):
In -0.628 -0.862 -0.035
C -0.594 1.347 1.800
C -1.693 0.419 1.384
C -2.649 1.342 0.647
C -2.121 2.593 0.705
C -0.863 2.613 1.425
C -0.046 3.854 1.721
C 0.326 4.583 0.424
C 1.235 3.490 2.470
C -0.896 4.793 2.589
C -3.945 1.035 -0.113
C -3.861 -0.277 -0.903
C -5.181 0.999 0.804
C -4.219 2.144 -1.141
C -2.203 -0.417 2.618
C -3.033 -1.643 2.238
C -3.026 0.518 3.518
C -1.031 -0.933 3.468
H 0.282 1.014 2.340
H -2.555 3.466 0.234
H 0.988 3.971 -0.187
H 0.850 5.514 0.652
H -0.558 4.832 -0.168
H 1.833 2.760 1.919
H 1.010 3.054 3.445
H 1.839 4.386 2.632
H -1.836 5.051 2.095
H -0.354 5.721 2.793
H -1.136 4.317 3.541
H -3.600 -1.135 -0.287
H -3.126 -0.200 -1.711
H -4.827 -0.493 -1.366
H -5.181 0.161 1.496
H -6.081 0.915 0.189
H -5.254 1.920 1.386
H -3.368 2.290 -1.811
H -4.449 3.097 -0.662
H -5.083 1.866 -1.750
H -3.919 -1.403 1.659
H -3.364 -2.150 3.147
H -2.445 -2.368 1.667
H -3.907 0.920 3.020
H -2.411 1.361 3.844
H -3.352 -0.025 4.408
H -0.343 -1.561 2.901
H -1.442 -1.531 4.285
H -0.459 -0.120 3.913
C -0.209 1.945 -1.715
C -0.332 0.802 -2.659
C -0.269 1.066 -4.049
C -0.356 0.036 -4.929
C -0.551 -1.283 -4.456
C -0.673 -2.372 -5.343
C -0.911 -3.620 -4.839
C -1.050 -3.808 -3.456
C -0.937 -2.772 -2.552
S -1.172 -3.101 -0.847
C -0.654 -1.477 -3.064
N -0.503 -0.417 -2.200
H -1.118 2.548 -1.746
H 0.617 2.586 -2.016
H -0.047 1.638 -0.681
H -0.129 2.087 -4.377
H -0.286 0.206 -5.997
H -0.586 -2.197 -6.408
H -1.011 -4.470 -5.501
H -1.263 -4.799 -3.072
C 2.774 -3.681 2.681
C 3.437 -3.437 1.332
C 2.701 -4.142 0.202
C 4.895 -3.869 1.370
O 3.518 -1.997 1.079
P 2.341 -0.926 0.998
O 2.569 0.201 1.917
O 1.005 -1.681 1.074
O 2.335 -0.427 -0.552
C 3.537 0.008 -1.269
C 3.052 1.035 -2.278
C 4.569 0.653 -0.353
C 4.108 -1.207 -1.987
H 2.894 -4.730 2.962
H 1.712 -3.449 2.644
H 3.248 -3.063 3.445
H 2.687 -5.216 0.401
H 3.213 -3.983 -0.750
H 1.674 -3.793 0.116
H 4.961 -4.949 1.517
H 5.419 -3.370 2.186
H 5.389 -3.616 0.431
H 2.620 1.891 -1.758
H 2.313 0.599 -2.954
H 3.894 1.387 -2.877
H 4.141 1.502 0.178
H 5.400 1.000 -0.972
H 4.962 -0.047 0.382
H 3.332 -1.684 -2.589
H 4.494 -1.929 -1.270
H 4.923 -0.902 -2.647

ORCA calculation (ωB97M-V/def2-TZVPD) on 2 unconnected molecules or ions with the total composition C5H8Br2.

Output
Gap between HOMO and LUMO = 9.572 eV
HOMO level = -9.028 eV
LUMO = 0.54 eV
Relative energy (zero: lowest compared OMol25 entry of this formula, charge and spin) = 70.7 kcal per mole

Geometry (Å):
C -1.161 -0.020 -0.925
C -0.457 0.068 0.182
C -2.636 0.200 -1.033
C 2.213 -0.197 1.479
C 1.716 -0.113 0.085
Br -0.379 -0.072 -2.732
Br -1.098 0.309 1.910
H -2.993 -0.705 -1.666
H -2.885 1.051 -1.528
H -3.141 0.436 -0.007
H 3.297 -0.482 1.362
H 1.892 0.663 1.951
H 1.832 -1.020 1.935
H 1.962 0.839 -0.497
H 1.839 -0.954 -0.515